An isolated molecule of C3H6N2O3S2, computed with wB97M-V/def2-TZVPD.

Calculated values
Relative energy (zero: lowest compared OMol25 entry of this formula, charge and spin), kcal/mol: 0.00
Total energy, a.u.: -1249.46490
Orbital gap, eV: 9.47
Largest force on an atom, eV/Å: 3.457
LUMO level, hartree: 0.0204
Molecular weight, Da: 182.23
HOMO level, eV: -8.92

```
! wB97M-V def2-TZVPD RIJCOSX def2/J DEFGRID3
* xyz 0 1
O 3.779 0.779 0.834
H -3.445 1.654 0.575
H 3.030 0.597 -1.910
N -2.824 1.478 -0.213
O 2.842 -0.221 -1.307
C -1.760 0.698 0.038
H -3.174 1.688 -1.115
O 1.316 0.198 0.593
N -0.653 0.561 -0.572
H -0.990 -2.222 0.216
S -2.005 -0.517 1.329
C 0.287 -0.377 -0.145
H 0.168 -1.754 1.535
S 2.962 -0.308 0.374
H 0.934 -0.851 -0.979
C -0.466 -1.402 0.748
*
```

Atomic partial charges in e from the natural (NBO) method, atoms 1 to 4:
1. O -0.88
2. H 0.40
3. H 0.53
4. N -0.82

C17H10F8N3O3PdS as an isolated structure, computed with wB97M-V/def2-TZVPD.

Calculated values
Expectation value of S²: 6.043
Relative energy (zero: lowest compared OMol25 entry of this formula, charge and spin), kcal/mol: 6.34
Total energy, a.u.: -2368.43999
Orbital gap (spin up / spin down), eV: 6.57 / 6.33
Largest force on an atom, eV/Å: 1.229
LUMO level (spin up / spin down), hartree: -0.1082 / -0.2362
Molecular weight, Da: 594.76
HOMO level (spin up / spin down), eV: -9.51 / -12.76

```
! wB97M-V def2-TZVPD RIJCOSX def2/J DEFGRID3
* xyz 1 5
C 1.313 -3.731 -0.598
C -4.530 -1.548 -1.433
O 1.885 0.774 1.105
O 3.243 -0.783 0.178
C -0.253 4.951 1.434
C -2.066 -1.275 -1.368
H -3.096 -2.513 -0.193
H -1.253 -0.079 -2.773
C 2.417 -1.843 0.402
C 0.633 -2.898 1.673
H 1.994 -1.487 2.523
F 3.786 2.539 1.129
C 2.313 -2.837 -0.640
C 0.312 5.047 0.170
C -0.771 3.744 1.860
N -2.120 -0.449 -2.428
F -0.305 6.014 2.217
C 4.068 1.443 0.436
H 3.008 -2.801 -1.469
C -0.738 2.591 1.054
Pd 0.025 -0.568 0.892
F -0.170 1.726 -1.087
F 5.256 0.980 0.800
H -4.702 -2.051 -2.387
F 0.829 4.044 -1.899
H 1.171 -4.446 -1.396
F -1.312 3.670 3.059
C -0.185 2.745 -0.234
H 0.112 -3.086 2.602
C -0.809 -4.472 0.419
S -1.420 1.125 1.682
C 0.332 3.939 -0.674
N -1.826 -5.012 0.280
H -4.676 -0.475 -1.561
C 1.640 -1.969 1.619
F 4.117 1.767 -0.862
N -3.201 -1.815 -0.910
F 0.810 6.187 -0.247
O -0.967 -1.530 -0.808
H -5.265 -1.909 -0.721
C 0.371 -3.734 0.515
C 2.961 0.418 0.657
H -2.931 -0.393 -3.019
*
```

Atomic partial charges in e from the natural (NBO) method, atoms 1 to 4:
1. C -0.17
2. C -0.43
3. O -0.59
4. O -0.44

An isolated molecule of C4H8N2O, computed with wB97M-V/def2-TZVPD.

Calculated values
Relative energy (zero: lowest compared OMol25 entry of this formula, charge and spin), kcal/mol: 145.62
Total energy, a.u.: -341.77159
Orbital gap (spin up / spin down), eV: 7.69 / 7.70
SMILES: C=C(/N=C/C)ON
Largest force on an atom, eV/Å: 3.621
LUMO level (spin up / spin down), hartree: -0.0005 / -0.0004
Molecular weight, Da: 100.12
HOMO level (spin up / spin down), eV: -7.71 / -7.71

```
! wB97M-V def2-TZVPD RIJCOSX def2/J DEFGRID3
* xyz 0 1
C -0.586 -0.900 0.364
C 2.137 0.878 0.217
H 3.122 0.591 0.591
H 2.341 1.575 -0.597
C 1.438 -0.321 -0.325
O -0.617 0.568 -0.029
H -1.532 -2.743 0.561
N 0.712 -1.208 0.312
C -1.649 -1.699 0.331
H 1.526 1.352 0.980
H 1.947 -0.754 -1.190
H -2.593 0.831 -0.056
N -1.792 1.063 -0.647
H -1.817 2.079 -0.663
H -2.637 -1.313 0.153
*
```

Atomic partial charges in e from the natural (NBO) method, atoms 1 to 4:
1. C 0.46
2. C -0.70
3. H 0.25
4. H 0.23

An isolated molecule of C5H7NO, computed with wB97M-V/def2-TZVPD.

Calculated values
Relative energy (zero: lowest compared OMol25 entry of this formula, charge and spin), kcal/mol: 53.46
Total energy, a.u.: -324.63928
Orbital gap, eV: 10.67
SMILES: [H]/N=C1\OC[C@H]2C[C@@H]12
Largest force on an atom, eV/Å: 1.612
LUMO level, hartree: 0.0389
Molecular weight, Da: 97.12
HOMO level, eV: -9.61

```
! wB97M-V def2-TZVPD RIJCOSX def2/J DEFGRID3
* xyz 0 1
C -0.897 0.765 0.256
H -1.745 1.279 0.687
H -0.292 -0.526 -1.258
O 1.271 0.416 -0.546
N 1.571 -1.826 0.451
C -0.355 -0.468 0.880
C 0.286 1.482 -0.347
H -0.016 1.963 -1.295
C 1.008 -0.701 0.352
H -0.753 -0.911 1.788
C -1.060 -0.521 -0.473
H 2.258 -2.130 -0.232
H -1.976 -1.081 -0.570
H 0.700 2.257 0.306
*
```

Atomic partial charges in e from the natural (NBO) method, atoms 1 to 4:
1. C -0.26
2. H 0.24
3. H 0.24
4. O -0.55